Record 1
Density functional theory data (ωB97M-V with the def2-TZVPD basis set) for C32H39N6P2SSe2V as an isolated structure.

Results
* molar mass: 810.59 g mol⁻¹
* expectation value of S²: 2.03
* Kohn-Sham gap (alpha / beta): 6.056 / 6.754 eV
* multiplicity: 3
* net charge: +2
* E_LUMO (alpha / beta): -6.064 / -5.368 eV
* E_HOMO (alpha / beta): -12.120 / -12.122 eV

XYZ file:
```
83
C32H39N6P2SSe2V | OMol25 | ωB97M-V with the def2-TZVPD basis set
V 2.649 1.649 -0.365
N 3.325 3.400 -1.445
C 4.524 4.012 -0.799
C 4.487 3.780 0.704
N 4.110 2.375 1.042
C 5.255 1.420 1.057
C 5.613 0.940 -0.344
N 4.390 0.609 -1.143
H 3.507 3.261 -2.430
H 2.536 4.041 -1.420
H 4.591 5.075 -1.007
H 5.403 3.557 -1.239
H 3.754 4.433 1.162
H 5.457 4.031 1.137
H 3.700 2.380 1.972
H 4.976 0.583 1.685
H 6.136 1.880 1.510
H 6.269 0.077 -0.266
H 6.170 1.702 -0.878
H 4.157 -0.372 -1.003
H 4.605 0.707 -2.130
Se -1.806 -1.259 -4.143
P -2.371 -0.729 -2.216
C -2.648 -2.108 -1.072
C -2.534 -3.412 -1.546
C -2.852 -4.480 -0.719
C -3.274 -4.253 0.585
C -3.376 -2.953 1.068
C -3.078 -1.884 0.236
C -3.812 0.356 -2.044
C -3.744 1.661 -2.533
C -4.864 2.475 -2.486
C -6.061 1.990 -1.973
C -6.141 0.681 -1.521
C -5.021 -0.137 -1.560
C -0.966 0.196 -1.459
C -0.059 -0.056 -0.423
N 0.890 0.886 -0.578
N 0.617 1.668 -1.581
N -0.517 1.290 -2.128
P 0.515 -1.272 0.767
Se 2.558 -0.491 1.215
C 0.567 -2.870 -0.026
C 0.033 -4.009 0.566
C 0.125 -5.225 -0.097
C 0.722 -5.296 -1.346
C 1.231 -4.150 -1.950
C 1.165 -2.940 -1.288
C -0.415 -1.293 2.293
C -0.020 -2.167 3.306
C -0.687 -2.159 4.518
C -1.735 -1.269 4.731
C -2.113 -0.382 3.731
C -1.452 -0.391 2.513
H -2.219 -3.576 -2.571
H -2.785 -5.494 -1.100
H -3.538 -5.090 1.223
H -3.719 -2.770 2.082
H -3.226 -0.870 0.591
H -2.827 2.032 -2.975
H -4.809 3.486 -2.873
H -6.938 2.628 -1.946
H -7.079 0.286 -1.148
H -5.106 -1.165 -1.229
H -0.471 -3.958 1.524
H -0.285 -6.116 0.364
H 0.786 -6.248 -1.860
H 1.673 -4.206 -2.938
H 1.555 -2.048 -1.758
H 0.812 -2.849 3.158
H -0.386 -2.845 5.302
H -2.255 -1.265 5.683
H -2.928 0.313 3.898
H -1.758 0.292 1.728
C -0.276 2.770 1.557
S 1.231 3.581 1.019
C 0.543 4.743 -0.180
H -0.822 2.370 0.702
H -0.898 3.485 2.092
H 0.014 1.966 2.233
H -0.242 5.321 0.303
H 0.140 4.217 -1.045
H 1.322 5.448 -0.476
```

***

Record 2
Density functional theory data (ωB97M-V with the def2-TZVPD basis set) for C32H40AsBrN4O2P2RuS4 as an isolated structure.

Results
* molar mass: 958.81 g mol⁻¹
* expectation value of S²: 8.80
* Kohn-Sham gap (alpha / beta): 4.792 / 5.877 eV
* multiplicity: 6
* net charge: -1
* E_LUMO (alpha / beta): 1.358 / 0.885 eV
* E_HOMO (alpha / beta): -3.435 / -4.992 eV

XYZ file:
```
87
C32H40AsBrN4O2P2RuS4 | OMol25 | ωB97M-V with the def2-TZVPD basis set
Ru 0.867 -0.110 -0.968
C 1.029 0.318 2.690
P 0.817 -0.903 1.347
C -0.966 -1.353 1.700
N -1.293 -1.799 2.872
C -2.607 -2.062 3.122
C -2.994 -2.547 4.397
C -4.310 -2.781 4.660
C -5.298 -2.553 3.662
C -4.942 -2.102 2.427
C -3.578 -1.846 2.138
N -3.227 -1.356 0.915
C -1.977 -1.099 0.695
P -1.481 -0.296 -0.897
C -2.496 -1.151 -2.139
C -2.394 1.359 -0.794
C -3.924 1.251 -0.798
C -1.971 2.192 -2.008
C -1.942 2.062 0.492
C 1.881 -2.343 1.977
C 1.597 -3.616 1.176
C 1.670 -2.634 3.470
C 3.349 -1.960 1.774
H 0.784 -0.165 3.632
H 0.334 1.144 2.538
H 2.048 0.704 2.706
H -2.221 -2.715 5.138
H -4.609 -3.145 5.636
H -6.341 -2.734 3.890
H -5.674 -1.922 1.649
H -3.430 -1.445 -1.658
H -1.994 -2.039 -2.509
H -2.703 -0.463 -2.958
H -4.302 0.894 -1.758
H -4.332 2.255 -0.638
H -4.306 0.596 -0.017
H -2.198 1.691 -2.955
H -0.912 2.419 -1.986
H -2.524 3.138 -1.991
H -2.338 1.566 1.386
H -2.299 3.098 0.498
H -0.855 2.095 0.558
H 0.549 -3.914 1.216
H 2.207 -4.420 1.600
H 1.880 -3.486 0.133
H 0.629 -2.795 3.734
H 2.074 -1.840 4.103
H 2.231 -3.546 3.697
H 3.589 -1.816 0.724
H 3.957 -2.790 2.147
H 3.644 -1.062 2.320
Br 2.132 7.173 2.486
C 1.872 5.715 1.295
C 1.805 5.944 -0.068
C 1.606 4.881 -0.939
C 1.480 3.566 -0.466
C 1.531 3.382 0.919
C 1.733 4.433 1.798
N 1.270 2.458 -1.288
C 1.612 2.567 -2.571
C 1.318 1.566 -3.503
C 1.553 1.757 -4.894
C 1.139 0.832 -5.799
C 0.471 -0.334 -5.340
C 0.322 -0.503 -3.994
N 0.745 0.388 -3.068
H 1.901 6.951 -0.451
H 1.524 5.090 -1.997
H 1.440 2.374 1.293
H 1.796 4.254 2.864
H 2.148 3.434 -2.944
H 2.049 2.669 -5.204
H 1.312 0.985 -6.858
H 0.103 -1.089 -6.020
H -0.131 -1.402 -3.607
S 7.039 1.111 1.673
As 6.279 1.362 -0.270
S 3.257 -0.025 -1.284
S 3.966 1.158 0.127
S 6.444 3.206 -1.262
C 0.231 -4.567 -2.207
C 0.222 -3.201 -1.539
O -0.666 -2.998 -0.680
O 1.133 -2.387 -1.892
H -0.762 -4.789 -2.597
H 0.461 -5.320 -1.450
H 0.971 -4.616 -3.005
```

***

Record 3
Density functional theory data (ωB97M-V with the def2-TZVPD basis set) for C32H40AsNO2PRuSi2 as an isolated structure.

Results
* molar mass: 733.81 g mol⁻¹
* expectation value of S²: 6.04
* Kohn-Sham gap (alpha / beta): 7.362 / 6.534 eV
* multiplicity: 5
* net charge: +1
* E_LUMO (alpha / beta): -2.425 / -4.195 eV
* E_HOMO (alpha / beta): -9.787 / -10.730 eV

XYZ file:
```
80
C32H40AsNO2PRuSi2 | OMol25 | ωB97M-V with the def2-TZVPD basis set
Ru -0.185 0.346 0.110
O 5.074 -0.436 -2.217
C 3.951 -0.121 -2.047
O 3.212 -0.359 -0.908
C 2.917 0.621 -2.893
P 1.878 0.590 -1.370
C 2.208 2.170 -0.512
C 2.681 3.315 -1.147
C 2.868 4.492 -0.433
C 2.582 4.541 0.921
C 2.075 3.419 1.563
C 1.878 2.252 0.844
C -0.895 2.059 -1.197
C -1.120 3.342 -0.460
C -2.230 4.009 -0.760
C -3.162 3.565 -1.845
C -2.916 2.058 -3.461
C -1.424 1.742 -3.728
H 2.517 -0.025 -3.674
H 3.254 1.562 -3.318
H 2.907 3.309 -2.202
H 3.244 5.368 -0.939
H 2.745 5.454 1.475
H 1.824 3.453 2.614
H 1.487 1.391 1.401
H -0.426 3.693 0.297
H -2.461 4.927 -0.239
H -4.066 4.171 -1.809
H -3.555 1.733 -4.277
H -1.092 1.074 -4.507
N -2.238 -0.939 0.878
C -3.626 -0.625 0.790
C -4.502 -1.152 1.728
C -5.860 -0.911 1.627
C -6.345 -0.155 0.569
C -5.464 0.397 -0.343
C -4.082 0.211 -0.238
C -3.138 1.007 -1.041
C -3.581 2.034 -2.048
C -2.577 3.548 -3.290
C -1.094 3.242 -3.529
C -0.501 2.189 -2.638
C -1.819 1.096 -0.872
H -1.969 -1.537 0.086
H -2.034 -1.470 1.727
H -4.116 -1.771 2.528
H -6.535 -1.326 2.360
H -7.406 0.016 0.461
H -5.866 1.006 -1.138
H -4.656 2.007 -2.205
H -2.978 4.287 -3.978
H -0.440 3.871 -4.116
H 0.545 2.059 -2.914
C 1.085 -4.914 1.522
Si 0.063 -3.581 2.329
C 0.151 -3.549 4.186
C -1.715 -3.904 1.870
As 0.943 -1.518 1.509
Si 3.294 -1.802 1.969
C 3.579 -2.718 3.570
C 4.023 -2.780 0.552
C 4.033 -0.115 2.228
H 0.644 -5.882 1.761
H 2.116 -4.930 1.846
H 1.083 -4.805 0.438
H -0.127 -4.537 4.555
H -0.572 -2.834 4.580
H 1.128 -3.299 4.590
H -1.907 -4.927 2.200
H -1.937 -3.859 0.806
H -2.422 -3.272 2.404
H 3.198 -3.730 3.605
H 3.214 -2.177 4.440
H 4.667 -2.780 3.660
H 4.266 -3.784 0.896
H 4.939 -2.301 0.206
H 3.360 -2.862 -0.304
H 3.834 0.206 3.251
H 3.677 0.644 1.546
H 5.115 -0.182 2.106
```

***

Record 4
Density functional theory data (ωB97M-V with the def2-TZVPD basis set) for a 8-piece molecular cluster, C32H40F24O16 overall.

Results
* molar mass: 1136.61 g mol⁻¹
* Kohn-Sham gap: 11.367 eV
* multiplicity: 1
* net charge: 0
* E_LUMO: 0.349 eV
* E_HOMO: -11.018 eV

XYZ file:
```
112
C32H40F24O16 | OMol25 | ωB97M-V with the def2-TZVPD basis set
C 22.363 -24.091 -1.502
C 23.747 -24.412 -0.936
O 24.038 -25.803 -1.013
C 23.604 -26.541 -0.005
O 22.958 -26.111 0.898
C 23.958 -28.034 -0.106
F 24.931 -28.310 -0.953
F 24.277 -28.517 1.090
F 22.825 -28.646 -0.494
H 22.295 -24.547 -2.488
H 22.244 -23.015 -1.619
H 21.624 -24.470 -0.798
H 23.850 -24.014 0.073
H 24.494 -23.842 -1.489
C 15.249 -28.037 10.632
C 14.650 -27.943 9.232
O 13.221 -27.945 9.291
C 12.617 -27.849 8.121
O 13.162 -27.653 7.082
C 11.077 -28.020 8.176
F 10.773 -29.196 7.646
F 10.594 -27.921 9.413
F 10.497 -27.058 7.461
H 16.320 -27.879 10.506
H 15.172 -29.052 11.025
H 14.722 -27.342 11.280
H 15.004 -28.771 8.613
H 14.979 -27.042 8.711
C 26.840 -22.268 7.113
C 26.824 -23.274 5.974
O 25.599 -23.257 5.223
C 25.407 -22.322 4.316
O 26.094 -21.369 4.123
C 24.107 -22.540 3.495
F 23.675 -21.416 2.976
F 24.370 -23.411 2.500
F 23.176 -23.096 4.275
H 26.879 -21.281 6.645
H 27.677 -22.415 7.790
H 25.912 -22.177 7.682
H 26.963 -24.300 6.298
H 27.629 -22.930 5.321
C 25.107 -26.385 4.239
C 26.547 -26.033 3.879
O 27.360 -27.208 3.749
C 27.355 -27.786 2.570
O 26.831 -27.361 1.581
C 28.068 -29.165 2.488
F 28.802 -29.213 1.390
F 28.812 -29.396 3.562
F 27.125 -30.114 2.390
H 24.753 -25.895 5.146
H 24.951 -27.463 4.289
H 24.401 -26.048 3.474
H 27.028 -25.566 4.735
H 26.498 -25.276 3.098
C 24.604 -33.437 2.178
C 24.433 -32.161 2.988
O 23.268 -31.490 2.524
C 22.699 -30.622 3.346
O 23.072 -30.302 4.427
C 21.291 -30.231 2.872
F 21.329 -28.923 2.557
F 20.792 -30.913 1.843
F 20.428 -30.383 3.892
H 25.407 -34.000 2.658
H 24.861 -33.287 1.130
H 23.694 -34.036 2.214
H 25.358 -31.583 2.977
H 24.298 -32.493 4.020
C 14.766 -22.938 8.257
C 13.554 -23.818 8.505
O 12.741 -23.214 9.500
C 11.557 -23.736 9.792
O 10.984 -24.572 9.168
C 10.878 -22.929 10.909
F 11.776 -22.481 11.798
F 10.228 -21.874 10.428
F 10.018 -23.733 11.537
H 15.408 -22.867 9.134
H 14.491 -21.944 7.912
H 15.348 -23.475 7.507
H 13.867 -24.821 8.814
H 12.975 -24.009 7.597
C 17.652 -30.220 8.870
C 18.900 -30.444 9.724
O 18.977 -29.498 10.779
C 19.433 -28.285 10.491
O 19.530 -27.874 9.374
C 19.620 -27.429 11.772
F 18.777 -26.398 11.705
F 19.345 -28.119 12.871
F 20.864 -26.975 11.837
H 17.534 -31.019 8.142
H 17.658 -29.230 8.421
H 16.807 -30.275 9.562
H 19.782 -30.492 9.082
H 18.852 -31.454 10.130
C 21.263 -25.957 3.902
C 21.418 -26.489 5.312
O 20.505 -25.756 6.160
C 19.304 -26.265 6.292
O 18.902 -27.290 5.831
C 18.378 -25.429 7.215
F 17.791 -26.264 8.074
F 19.014 -24.484 7.870
F 17.380 -24.935 6.465
H 20.262 -26.113 3.502
H 21.939 -26.418 3.181
H 21.516 -24.895 3.923
H 22.410 -26.262 5.698
H 21.344 -27.575 5.310
```

***

| no. | F_max (eV/A) |
| --- | --- |
| 1 | 0.77 |
| 2 | 0.72 |
| 3 | 0.74 |
| 4 | 2.08 |